# 1
ORCA calculation (ωB97M-V with the def2-TZVPD basis set) on 2 unconnected molecules or ions with the total composition C3H11N2.

```
16
Properties=species:S:1:pos:R:3:forces:R:3:nbo_charge:R:1
C -1.295004 -0.407653 -2.378374 1.9 0.1 -0.7 0.02
N -0.042760 -0.114608 -2.282852 -1.6 1.1 1.1 -0.70
H -1.813836 -0.744937 -1.491338 -0.2 -0.5 -0.1 0.17
H -1.776765 -0.384138 -3.360143 -0.4 0.3 0.4 0.19
H 0.264041 0.472931 -3.059565 0.2 -0.9 -0.5 0.37
H 0.702471 0.257882 -0.534323 0.7 -0.3 0.2 0.47
C -0.665813 -0.269971 1.709878 -1.1 0.7 -2.0 -0.65
C 0.627825 0.496679 1.600224 0.5 -0.1 0.3 -0.22
N 1.357173 0.153441 0.312624 -1.1 0.9 0.2 -0.71
H -1.465054 0.252458 2.260354 0.7 -0.6 0.5 0.27
H -0.506395 -1.329636 1.882420 -0.1 0.1 0.9 0.24
H -1.123911 -0.292404 0.698868 0.2 0.2 0.2 0.20
H 1.285825 0.239297 2.415244 0.4 -0.3 0.2 0.22
H 0.653437 1.594432 1.630231 -0.9 -0.3 -0.2 0.23
H 1.720256 -0.797188 0.290795 0.3 0.1 0.0 0.44
H 2.078510 0.873415 0.305956 0.5 -0.6 -0.8 0.44
```
Forces are in eV/Å.

Its highest occupied orbital energy is -14.66 eV. Its net charge is +1. For the largest force on an atom, the calculation gives 2.4 eV/Å. The frontier orbital gap is 11.49 eV. The energy above the lowest of the compared OMol25 structures with the same formula, charge and spin comes out at 30.6 kcal/mol.

---

# 2
ORCA calculation (ωB97M-V with the def2-TZVPD basis set) on a molecular structure, C6H12DyN2OP.

```
23
Properties=species:S:1:pos:R:3:forces:R:3:lowdin_spin:R:1
C 1.690958 -0.156512 0.098107 0.1 -0.3 -1.4 0.00
C 2.636982 -1.147679 0.422500 0.4 -0.9 0.2 0.00
C 3.054767 -1.821574 -0.782447 -0.7 1.1 0.2 0.00
C 2.395013 -1.174723 -1.869931 -0.6 0.1 0.7 0.00
C 1.521389 -0.165814 -1.329699 0.9 -0.9 0.5 0.00
Dy -1.569624 1.404276 -0.468285 1.6 -0.2 -2.4 5.20
P -1.768424 3.184071 1.463129 -0.1 2.6 1.3 -0.09
H 1.213093 0.553416 0.754857 0.0 0.2 0.4 0.00
H 2.994127 -1.389118 1.449068 -0.3 0.2 -0.9 0.00
H 3.728796 -2.690712 -0.847809 -0.3 0.7 0.1 0.00
H 0.912936 0.524265 -1.899121 0.0 0.2 -0.3 0.00
H 2.481790 -1.429481 -2.931680 0.0 0.1 0.5 0.00
H -1.648097 4.502314 0.785460 -0.2 -1.1 0.7 -0.02
H -0.826552 3.356730 2.533998 -0.4 0.2 0.0 -0.02
H -3.037673 3.337050 2.110757 0.7 0.2 -0.1 -0.02
N -2.717103 -2.599387 0.620852 0.0 0.0 0.1 0.00
C -3.203006 -1.435431 0.193349 0.6 1.9 -0.5 -0.01
N -4.517052 -1.267410 -0.060029 0.5 -0.3 0.1 -0.02
O -2.421552 -0.411005 0.019568 -2.1 -3.7 0.8 -0.01
H -3.337605 -3.395545 0.764501 0.6 0.4 0.0 0.00
H -1.711081 -2.655475 0.800536 -0.6 -0.1 -0.2 0.00
H -4.809674 -0.348728 -0.386905 0.1 -0.4 0.1 -0.03
H -5.175670 -2.025329 0.051892 0.1 0.3 -0.1 0.00
```
Forces are in eV/Å.

As for the multiplicity: 6. Its highest occupied orbital energy (alpha / beta) is -5.47 / -4.82 eV. Its net charge is 0. For the largest force on an atom, the calculation gives 4.3 eV/Å. The frontier orbital gap (alpha / beta) is 5.04 / 4.54 eV. The energy above the lowest of the compared OMol25 structures with the same formula, charge and spin comes out at 21.0 kcal/mol.